1.
{
  "formula": "C5H10OPY",
  "method": "the ωB97M-V functional and the def2-TZVPD basis",
  "symbols": ["C", "C", "C", "C", "C", "Y", "P", "H", "H", "H", "H", "H", "H", "H", "H", "O", "H", "H"],
  "xyz": [[1.9459, -0.5757, -0.5515], [0.9548, -1.0971, -1.4153], [-0.1383, -0.7880, -2.3187], [-1.6595, -0.7298, -2.3997], [-2.8651, -0.3977, -1.9352], [-1.5810, 1.2368, 2.2150], [0.8051, 2.2087, 2.2296], [2.2968, 0.4381, -0.5234], [1.3642, -2.1393, -1.7172], [0.2013, -0.8654, -3.3870], [-3.2724, 0.0402, -0.9922], [-1.8936, -1.1019, -3.4440], [0.0720, 1.8129, 3.4950], [0.9312, 3.5999, 2.5799], [2.1083, 1.7534, 2.6534], [-1.0214, -0.5905, 2.6009], [2.4820, -1.3207, 0.0600], [-0.7303, -1.4838, 2.8505]],
  "e_tot_ev": -17714.357,
  "gap_ev": [3.7, 3.7],
  "relative_energy_kj_mol": 729.3
}

2.
{
  "formula": "C5H10OS",
  "method": "the ωB97M-V functional and the def2-TZVPD basis",
  "symbols": ["C", "C", "C", "C", "C", "O", "S", "H", "H", "H", "H", "H", "H", "H", "H", "H", "H"],
  "xyz": [[0.8860, -0.9360, -1.4807], [0.5601, -0.3846, -0.1172], [-0.9170, -0.2048, -0.3558], [1.5252, 0.7818, 0.2799], [-1.8179, -0.6665, 0.7886], [-1.1363, -0.4778, -3.0522], [-0.8423, -1.3799, -1.8599], [1.0494, -0.2001, -2.3140], [1.6276, -1.7228, -1.5869], [0.7354, -1.1492, 0.6832], [-1.2794, 0.8440, -0.6382], [2.5135, 0.3065, 0.4003], [1.3039, 1.1425, 1.2291], [1.4943, 1.5950, -0.4444], [-1.3095, -0.6861, 1.7154], [-2.1445, -1.7718, 0.6239], [-2.7496, 0.0111, 0.8803]],
  "e_tot_ev": -18228.002,
  "gap_ev": 9.8,
  "relative_energy_kj_mol": 183.0
}